16
Properties=species:S:1:pos:R:3:nbo_charge:R:1 method="wB97M-V/def2-TZVPD" lumo_ev=-3.6 de_lowest_ev=1.7372 charge=+1 e_homo_ev=-13.02 gap_ha=0.3451 molar_mass_g_mol=126.2
C -2.6323 0.7870 0.0824 -0.23
C -1.2421 1.2512 0.0550 -0.15
C -2.6427 -0.5572 0.0701 -0.39
C -0.3023 0.2785 -0.0384 -0.32
C 2.0191 -0.7963 -0.7142 -0.25
C 1.1298 0.2968 -0.1357 -0.02
N 1.8981 -0.5623 0.7757 -0.53
S -1.1452 -1.2961 0.0307 0.42
H -3.4180 1.4218 0.0326 0.24
H -0.9167 2.2914 -0.1255 0.24
H -3.6258 -1.0599 0.1493 0.28
H 1.9196 -1.6971 -1.2756 0.28
H 3.0387 -0.4722 -1.0588 0.24
H 1.8107 1.5248 -0.2015 0.28
H 1.3428 -1.2251 1.2872 0.46
H 2.7662 -0.1853 1.0667 0.45